Formula: C11H16Si
Source: the OMol25 dataset
Level of theory: the ωB97M-V functional and the def2-TZVPD basis

Geometry as ORCA input:
```
! RIJCOSX wB97M-V def2-TZVPD def2/J DEFGRID3
* xyz 0 1
C -3.707 0.431 -0.558
C -2.793 0.265 -1.582
C -3.398 0.314 0.803
C -1.504 -0.090 -1.197
C -2.079 -0.020 1.055
C -1.156 -0.139 0.090
C 1.735 -3.094 1.551
C 1.602 -2.170 0.604
C 1.222 2.098 0.728
C 1.921 0.826 -1.930
C 1.500 -0.833 0.886
Si 2.243 0.623 -0.085
H -4.802 0.821 -0.758
H -2.987 0.566 -2.622
H -4.061 0.364 1.652
H -0.769 -0.079 -2.011
H -1.761 0.054 2.211
H 1.905 -4.179 1.248
H 1.527 -2.828 2.598
H 1.906 -2.623 -0.390
H 1.278 1.944 1.739
H 1.737 2.954 0.376
H 0.173 2.247 0.551
H 2.789 1.157 -2.488
H 1.666 -0.138 -2.339
H 1.029 1.431 -1.984
H 1.071 -0.374 1.752
H 3.715 0.472 0.103
*
```

## Properties
highest occupied orbital energy (spin up / spin down): -8.816 / -7.719 eV
energy relative to the best compared isomer or geometry (same formula, charge and spin): 137.3 kcal/mol
DFT total energy: -19538.5790 eV
LUMO (spin up / spin down): -0.233 / -0.199 eV
max |F|: 0.105 hartree/bohr

Formula: C54H70BrF7N4O5P
Source: the OMol25 dataset
Level of theory: the ωB97M-V functional and the def2-TZVPD basis

Geometry as ORCA input:
```
! RIJCOSX wB97M-V def2-TZVPD def2/J DEFGRID3
* xyz 1 1
C -0.722 -1.926 -4.118
C -0.859 -0.956 -3.402
C -0.883 0.412 -2.625
C -0.270 0.331 -1.166
F 0.801 -0.616 -1.398
C 0.524 1.690 -0.849
C -0.144 3.017 -1.407
C 0.963 4.193 -1.314
C 2.006 4.135 -2.494
N 3.447 3.997 -2.286
O 1.554 4.193 -3.636
N 0.802 1.950 0.576
C 0.738 0.803 1.496
C 2.251 0.233 1.456
N 3.261 1.330 1.578
C 0.415 1.459 2.938
C 1.300 0.943 4.141
P 0.791 -0.723 4.854
O 1.522 -0.835 6.174
O 1.224 -2.013 3.890
C 1.416 -3.248 4.640
C 2.959 -3.599 4.602
O -0.846 -0.593 5.177
C -1.546 -1.863 5.142
C -3.084 -1.513 4.808
C -0.244 -0.384 1.122
F -0.969 -0.889 2.248
N -1.168 -0.129 -0.057
C -2.183 0.898 0.404
C -3.410 1.207 -0.538
O -3.375 2.610 -0.952
C -4.663 3.208 -0.603
C -4.625 4.680 -1.226
C -1.998 -1.362 -0.343
C -1.293 -2.770 -0.368
C -1.826 -3.718 -1.566
Br -1.651 -3.881 1.274
H -0.813 -2.631 -4.976
H -1.849 0.968 -2.737
H -0.129 1.041 -3.209
H 1.537 1.619 -1.373
H -1.003 3.403 -0.768
H -0.425 3.011 -2.494
H 0.362 5.148 -1.481
H 1.413 4.292 -0.288
H 3.859 4.334 -3.175
H 3.612 2.975 -2.302
H 0.212 2.740 0.852
H 2.425 -0.576 2.225
H 2.468 -0.252 0.445
H 2.940 2.069 2.210
H 4.085 0.925 2.048
H 0.566 2.591 2.918
H -0.685 1.342 3.216
H 1.081 1.661 5.003
H 2.418 1.033 4.002
H 0.891 -4.064 4.039
H 0.956 -3.258 5.666
H 3.135 -4.723 4.547
H 3.531 -3.180 5.477
H 3.355 -3.165 3.626
H -1.537 -2.324 6.170
H -1.214 -2.566 4.329
H -3.807 -2.130 5.412
H -3.205 -1.705 3.690
H -3.279 -0.399 4.929
H 0.452 -1.263 0.932
H -2.677 0.600 1.387
H -1.729 1.907 0.645
H -4.397 1.107 0.024
H -3.531 0.609 -1.477
H -4.743 3.283 0.530
H -5.535 2.634 -1.047
H -4.203 5.442 -0.500
H -3.919 4.619 -2.111
H -5.635 5.027 -1.595
H -2.792 -1.397 0.471
H -2.584 -1.312 -1.311
H -0.174 -2.766 -0.469
H -0.924 -4.147 -2.111
H -2.385 -4.618 -1.167
H -2.419 -3.157 -2.339
F -1.893 4.765 1.309
C -1.583 5.626 2.302
C -2.599 6.282 2.973
C -2.278 7.164 3.998
C -0.946 7.386 4.331
C 0.066 6.724 3.646
C -0.254 5.833 2.628
H -3.630 6.102 2.693
H -3.066 7.678 4.536
H -0.697 8.077 5.128
H 1.103 6.901 3.904
H 0.521 5.302 2.088
F 4.177 -6.675 4.409
C 5.512 -6.832 4.309
C 6.331 -6.314 5.297
C 7.707 -6.479 5.196
C 8.247 -7.152 4.105
C 7.413 -7.664 3.117
C 6.036 -7.508 3.222
H 5.892 -5.786 6.135
H 8.358 -6.084 5.968
H 9.321 -7.277 4.025
H 7.835 -8.182 2.268
H 5.370 -7.908 2.466
F -5.885 7.884 -0.736
C -6.495 8.238 -1.882
C -7.694 7.638 -2.226
C -8.327 8.006 -3.407
C -7.748 8.962 -4.235
C -6.540 9.553 -3.881
C -5.913 9.194 -2.695
H -8.126 6.889 -1.572
H -9.270 7.549 -3.683
H -8.240 9.245 -5.159
H -6.088 10.295 -4.529
H -4.976 9.651 -2.399
F -3.621 -4.205 -6.023
C -3.596 -3.476 -7.155
C -3.653 -2.097 -7.074
C -3.622 -1.342 -8.241
C -3.545 -1.979 -9.475
C -3.494 -3.367 -9.543
C -3.513 -4.121 -8.376
H -3.721 -1.619 -6.103
H -3.659 -0.260 -8.188
H -3.526 -1.390 -10.385
H -3.438 -3.862 -10.506
H -3.465 -5.203 -8.410
F 9.340 -8.161 0.768
C 8.725 -7.797 -0.372
C 7.547 -8.424 -0.737
C 6.909 -8.044 -1.912
C 7.464 -7.050 -2.712
C 8.651 -6.432 -2.336
C 9.283 -6.803 -1.156
H 7.135 -9.201 -0.105
H 5.982 -8.523 -2.204
H 6.968 -6.758 -3.631
H 9.084 -5.661 -2.963
H 10.204 -6.326 -0.843
*
```

## Properties
highest occupied orbital energy: -10.450 eV
DFT total energy: -171673.6560 eV
LUMO: -1.961 eV
max |F|: 0.077 hartree/bohr

Formula: C21H35BO2P2Sn
Source: the OMol25 dataset
Level of theory: the ωB97M-V functional and the def2-TZVPD basis

Geometry as ORCA input:
```
! RIJCOSX wB97M-V def2-TZVPD def2/J DEFGRID3
* xyz 0 1
P -4.017 0.753 -0.737
P -3.311 -1.846 1.123
C -5.316 -0.539 -0.435
C -5.082 -1.356 0.852
H -5.325 -1.188 -1.326
H -6.272 0.004 -0.384
H -5.380 -0.786 1.750
H -5.650 -2.299 0.832
C -3.159 -3.278 -0.004
H -2.189 -3.763 0.173
H -3.218 -2.963 -1.055
H -3.972 -3.981 0.216
C -3.313 -2.685 2.734
H -4.016 -3.530 2.702
H -3.608 -1.972 3.517
H -2.295 -3.050 2.933
C -4.448 1.455 -2.353
H -3.706 2.227 -2.596
H -5.455 1.897 -2.307
H -4.414 0.663 -3.115
C -4.582 2.058 0.403
H -4.447 1.745 1.447
H -5.645 2.262 0.212
H -3.996 2.969 0.218
Sn 3.028 2.114 1.019
C -0.043 -1.210 1.215
C -0.015 -1.729 -0.020
C -0.938 -1.496 -1.172
C -0.480 -0.448 -2.203
C -0.649 0.960 -1.741
C -0.945 1.433 -0.520
C -1.530 0.747 0.667
C -0.539 0.128 1.678
C 3.533 3.254 -0.780
H 0.487 -1.761 2.002
H 0.744 -2.500 -0.216
H -1.932 -1.181 -0.837
H -1.098 -2.455 -1.693
H 0.558 -0.670 -2.502
H -1.082 -0.572 -3.120
H -0.379 1.701 -2.502
H -0.720 2.494 -0.334
H -2.187 -0.096 0.349
H -2.188 1.455 1.208
H 0.275 0.859 1.864
H -1.061 -0.014 2.647
H 4.223 4.068 -0.503
H 2.606 3.640 -1.232
H 4.017 2.526 -1.453
O 5.336 0.594 -0.493
B 4.812 0.776 0.815
O 5.757 0.300 1.768
C 6.891 0.044 1.053
C 8.177 0.029 1.548
C 9.182 0.530 0.710
C 8.937 0.753 -0.646
C 7.665 0.527 -1.194
C 6.643 0.254 -0.316
H 8.377 -0.316 2.563
H 10.168 0.732 1.133
H 9.735 1.090 -1.306
H 7.448 0.641 -2.254
*
```

## Properties
highest occupied orbital energy: -7.363 eV
energy relative to the best compared isomer or geometry (same formula, charge and spin): 0.0 kcal/mol
DFT total energy: -51522.1085 eV
LUMO: -0.841 eV
max |F|: 0.039 hartree/bohr

Formula: C5H13NS
Source: the OMol25 dataset
Level of theory: the ωB97M-V functional and the def2-TZVPD basis

Geometry as ORCA input:
```
! RIJCOSX wB97M-V def2-TZVPD def2/J DEFGRID3
* xyz 0 1
C 0.547 0.942 0.863
C 1.231 -0.381 1.162
C 1.646 -1.166 -0.103
S 2.508 -0.349 -1.500
C -0.608 0.869 -0.161
N -1.652 -0.107 0.023
C -2.544 -0.211 -1.161
H 0.244 1.435 1.792
H 1.265 1.664 0.446
H 2.123 -0.174 1.752
H 0.510 -0.968 1.770
H 0.765 -1.749 -0.382
H 2.344 -1.946 0.195
H 3.099 0.360 0.035
H -0.063 0.584 -1.059
H -0.998 1.904 -0.250
H -2.144 0.017 0.901
H -1.944 -0.630 -1.985
H -3.385 -0.850 -0.824
H -2.943 0.756 -1.514
*
```

## Properties
highest occupied orbital energy: -8.650 eV
energy relative to the best compared isomer or geometry (same formula, charge and spin): 57.2 kcal/mol
DFT total energy: -17718.7706 eV
LUMO: -0.092 eV
max |F|: 0.100 hartree/bohr

Formula: C2HNOS
Source: the OMol25 dataset
Level of theory: the ωB97M-V functional and the def2-TZVPD basis

Geometry as ORCA input:
```
! RIJCOSX wB97M-V def2-TZVPD def2/J DEFGRID3
* xyz 0 1
N -1.850 -0.902 -0.100
C -0.586 -0.778 0.193
C 0.621 -0.171 0.048
O 0.232 1.087 0.025
S 2.229 -0.594 -0.019
H -0.646 1.359 -0.147
*
```

## Properties
highest occupied orbital energy: -9.907 eV
energy relative to the best compared isomer or geometry (same formula, charge and spin): 66.2 kcal/mol
DFT total energy: -16459.6646 eV
LUMO: -1.842 eV
max |F|: 0.297 hartree/bohr

Formula: C4H11N3
Source: the OMol25 dataset
Level of theory: the ωB97M-V functional and the def2-TZVPD basis

Geometry as ORCA input:
```
! RIJCOSX wB97M-V def2-TZVPD def2/J DEFGRID3
* xyz 0 1
C 1.573 -1.333 -0.298
C 0.185 -0.537 -0.539
C 0.482 0.679 0.272
C -2.103 -0.365 0.040
H 1.722 -2.425 -0.864
H 2.512 -0.555 -0.596
H 1.575 -1.381 0.788
H 0.244 -0.251 -1.532
H 1.595 0.533 0.599
H 0.170 0.832 1.448
H 1.030 2.499 0.632
H 0.005 2.251 -0.749
H -1.041 -2.075 0.721
H -2.912 -0.919 0.819
H -2.969 1.413 0.108
N 0.895 2.029 -0.188
N -0.935 -1.118 0.035
N -2.029 0.722 -0.696
*
```

## Properties
highest occupied orbital energy: -8.341 eV
energy relative to the best compared isomer or geometry (same formula, charge and spin): 175.7 kcal/mol
DFT total energy: -8789.9981 eV
LUMO: 0.458 eV
max |F|: 0.171 hartree/bohr

Formula: C22H31IN6O6S
Source: the OMol25 dataset
Level of theory: the ωB97M-V functional and the def2-TZVPD basis

Geometry as ORCA input:
```
! RIJCOSX wB97M-V def2-TZVPD def2/J DEFGRID3
* xyz 0 1
C -1.248 -0.390 4.905
C -0.739 -1.434 3.917
C 0.353 -0.952 2.946
C 1.648 -0.593 3.669
C -0.118 0.256 2.122
N -1.392 0.011 1.454
C -1.599 -0.949 0.537
O -0.744 -1.736 0.162
C -3.002 -0.961 0.010
C -4.060 -0.744 0.879
C -5.355 -0.704 0.386
N -6.454 -0.475 1.297
O -7.571 -0.454 0.834
O -6.181 -0.319 2.467
C -5.616 -0.874 -0.966
C -4.559 -1.110 -1.823
I -4.993 -1.450 -3.855
C -3.247 -1.155 -1.353
S -1.916 -1.523 -2.467
C -1.725 0.067 -3.357
C -0.780 1.041 -2.656
C -1.480 1.885 -1.568
N -0.785 2.977 -1.238
O -2.542 1.565 -1.064
N 0.319 0.353 -2.012
C 1.496 0.960 -1.754
O 1.807 2.027 -2.250
C 2.371 0.184 -0.770
C 2.972 -1.072 -1.397
C 3.792 -0.788 -2.657
C 5.174 -0.174 -2.419
C 5.177 1.302 -2.000
N 5.117 1.436 -0.548
N 1.558 -0.182 0.382
C 0.880 0.758 1.058
O 0.984 1.951 0.843
H -1.964 -0.851 5.582
H -0.435 0.015 5.501
H -1.751 0.430 4.399
H -1.582 -1.814 3.335
H -0.330 -2.277 4.478
H 0.552 -1.791 2.273
H 2.431 -0.352 2.954
H 1.506 0.270 4.315
H 1.982 -1.429 4.278
H -0.277 1.103 2.794
H -2.106 0.714 1.556
H -3.902 -0.620 1.940
H -6.635 -0.836 -1.320
H -1.325 -0.222 -4.327
H -2.703 0.526 -3.483
H -0.352 1.726 -3.398
H -1.066 3.509 -0.429
H 0.169 3.092 -1.556
H 0.080 -0.512 -1.541
H 3.177 0.851 -0.437
H 3.606 -1.560 -0.654
H 2.161 -1.759 -1.656
H 3.223 -0.138 -3.323
H 3.940 -1.740 -3.175
H 5.733 -0.261 -3.353
H 5.704 -0.757 -1.663
H 4.301 1.806 -2.414
H 6.074 1.785 -2.420
H 5.971 1.087 -0.127
H 5.021 2.413 -0.293
H 1.250 -1.144 0.453
*
```

## Properties
highest occupied orbital energy: -8.860 eV
energy relative to the best compared isomer or geometry (same formula, charge and spin): 0.9 kcal/mol
DFT total energy: -63478.9630 eV
LUMO: -0.848 eV
max |F|: 0.025 hartree/bohr

Formula: C14H19NO3
Source: the OMol25 dataset
Level of theory: the ωB97M-V functional and the def2-TZVPD basis

Geometry as ORCA input:
```
! RIJCOSX wB97M-V def2-TZVPD def2/J DEFGRID3
* xyz 0 1
C -4.987 -1.187 -0.359
C -3.438 -1.311 -0.123
C -2.774 -1.856 0.856
C -1.497 -1.729 0.654
C -1.436 -1.089 -0.584
O -2.758 -0.761 -0.869
C -0.388 -0.408 -0.967
N 0.232 0.935 -0.637
C -0.653 2.105 -0.604
H 0.091 2.909 -0.390
C -1.763 2.349 0.583
O -2.530 3.453 0.384
H -1.785 3.911 0.445
H -2.423 1.452 0.454
H -1.274 2.015 1.438
H -1.141 2.124 -1.367
C 0.997 0.507 0.786
C 2.175 -0.163 0.570
C 2.614 -1.324 0.574
C 3.826 -1.540 0.340
C 4.238 -0.354 -0.244
O 3.172 0.645 0.165
C 5.587 0.241 -0.619
H 5.406 0.614 -1.492
H 6.285 -0.535 -0.979
H 6.092 0.915 -0.031
H 4.433 -2.680 0.205
H 1.896 -2.039 0.969
H 0.267 0.095 1.583
H 1.273 1.603 1.219
H 0.529 -0.894 -1.253
H -0.648 -0.036 -2.270
H -0.712 -2.024 1.297
H -3.394 -2.658 1.645
H -5.654 -1.806 0.290
H -5.306 0.060 -0.395
H -5.211 -1.580 -1.610
*
```

## Properties
highest occupied orbital energy: -7.997 eV
energy relative to the best compared isomer or geometry (same formula, charge and spin): 372.4 kcal/mol
DFT total energy: -22444.3892 eV
LUMO: 0.766 eV
max |F|: 0.290 hartree/bohr